This record from the Open Molecules 2025 dataset describes the ion C19H20NO2 with charge +1. The level of theory is ωB97M-V/def2-TZVPD.

The value obtained for the energy above the lowest of the compared OMol25 structures with the same formula, charge and spin is 198.8 kJ/mol. Its SMILES is C1=C(c2ccccc2)Oc2ccccc2[C@@H]1[NH+]1CCOCC1. The calculation puts the molecular weight at 294.4 g mol⁻¹. As for the HOMO-LUMO gap: 8.695 eV.

ORCA input file:
```
! RIJCOSX wB97M-V def2-TZVPD def2/J DEFGRID3
* xyz 1 1
C 2.8179 -1.7239 4.6059
C 1.7620 -0.7981 4.6699
C 0.9719 -0.5986 3.5386
C 1.2278 -1.3116 2.3503
C 0.4122 -1.0573 1.1736
O 0.8694 -1.7058 0.0719
C 0.0728 -1.7671 -1.0778
C -1.0545 -0.9884 -1.2844
C -1.8603 -1.2079 -2.4200
C -1.6506 -2.3103 -3.2438
C -0.4714 -3.0438 -3.0371
C 0.4077 -2.7795 -1.9862
C -1.2746 0.1285 -0.3008
C -0.7420 -0.3265 1.0512
C 2.3499 -2.1786 2.2750
C 3.1375 -2.3879 3.4024
H 3.4638 -1.8635 5.4669
H 1.5649 -0.2148 5.5825
H 0.1589 0.1344 3.5282
H -2.7135 -0.5399 -2.5536
H -2.3541 -2.5016 -4.0745
H -0.2989 -3.8847 -3.7012
H 1.3286 -3.3583 -1.8416
H -2.4043 0.1666 -0.1450
H -1.3267 -0.2013 1.9607
H 2.5850 -2.6537 1.3210
H 4.0052 -3.0477 3.3273
C -1.8368 3.7232 -0.8891
C -1.5268 2.4584 -0.1212
N -0.6040 1.3955 -0.7021
C 0.2700 2.0371 -1.9353
C -0.1384 3.4099 -2.4528
O -0.6473 4.2875 -1.4348
H -2.6329 3.4908 -1.6298
H -2.1580 4.4715 -0.1546
H -1.0474 2.6924 0.8181
H -2.4836 1.9966 0.1219
H 0.2526 1.3908 -0.0478
H 1.2019 2.2336 -1.4165
H 0.4434 1.2934 -2.7114
H 0.7605 3.9393 -2.8189
H -0.8377 3.2012 -3.2852
*
```